Record 1
A molecular structure, C29H56ClPRuSi, computed with the ωB97M-V functional and the def2-TZVPD basis.

## Properties
Total energy (eV): -63248.615
Kohn-Sham gap (spin up / spin down) (eV): 4.3 / 6.9

ORCA input file:
```
! wB97M-V def2-TZVPD RIJCOSX def2/J DEFGRID3
* xyz -1 6
Ru 0.64 -0.48 -0.52
Cl 1.74 1.84 -1.10
P -1.32 0.99 -1.24
C 2.14 -1.12 -1.24
H 2.39 -2.10 -0.85
H 2.91 -0.46 -0.81
C -3.17 0.52 -1.19
C -0.81 1.15 -3.04
C -3.50 -0.70 -2.05
H -3.27 0.24 -0.13
C -4.86 -1.29 -1.64
H -3.55 -0.42 -3.11
H -2.73 -1.47 -1.96
C -5.99 -0.26 -1.76
H -5.08 -2.17 -2.25
H -4.80 -1.63 -0.59
C -5.64 1.10 -1.13
H -6.22 -0.10 -2.83
H -6.90 -0.65 -1.30
C -4.23 1.61 -1.47
H -6.38 1.86 -1.44
H -5.73 1.02 -0.04
H -4.19 1.90 -2.53
H -4.03 2.52 -0.89
C -1.28 2.79 -0.62
C -1.87 1.58 -4.06
H -0.02 1.92 -2.97
C -1.22 1.77 -5.44
H -2.64 0.80 -4.14
H -2.39 2.50 -3.76
C -0.43 0.54 -5.89
H -2.00 2.01 -6.17
H -0.54 2.64 -5.39
C 0.55 0.04 -4.82
H -1.13 -0.27 -6.13
H 0.11 0.77 -6.81
C -0.14 -0.14 -3.46
H 1.00 -0.91 -5.14
H 1.37 0.76 -4.69
H -0.90 -0.94 -3.55
H 0.60 -0.46 -2.69
C -1.92 2.95 0.77
H -0.19 2.91 -0.49
C -1.68 4.35 1.34
H -3.00 2.75 0.72
H -1.50 2.19 1.45
C -2.09 5.47 0.38
H -2.22 4.46 2.29
H -0.61 4.45 1.56
C -1.50 5.30 -1.02
H -3.18 5.51 0.31
H -1.77 6.44 0.78
C -1.73 3.89 -1.60
H -1.93 6.04 -1.71
H -0.42 5.48 -0.99
H -2.79 3.78 -1.85
H -1.16 3.81 -2.54
C -0.33 -0.30 2.04
C 0.89 -0.63 1.51
H -1.07 -0.24 1.26
C 2.08 0.11 2.09
H 1.04 -1.70 1.85
C 2.00 0.17 3.66
H 2.98 -0.50 1.84
H 2.17 1.10 1.67
C 0.55 0.49 4.12
H 2.31 -0.78 4.10
H 2.70 0.89 4.10
C -0.47 -0.49 3.50
H 0.41 0.51 5.21
H 0.35 1.49 3.68
H -0.20 -1.54 3.75
H -1.53 -0.32 3.75
C -1.66 -5.13 -0.69
Si -0.29 -3.93 -0.15
C -0.13 -4.09 1.72
C 1.32 -4.49 -0.93
C -0.68 -2.12 -0.68
H -1.40 -6.18 -0.49
H -1.86 -5.04 -1.77
H -2.61 -4.92 -0.17
H -0.42 -5.10 2.04
H 0.90 -3.92 2.05
H -0.79 -3.37 2.24
H 1.50 -3.94 -1.87
H 2.17 -4.33 -0.26
H 1.28 -5.57 -1.17
H -1.71 -1.97 -0.29
H -0.84 -2.21 -1.78
*
```

=====

Record 2
A molecular structure, C27H24N6O7S2V, computed with the ωB97M-V functional and the def2-TZVPD basis.

## Properties
Total energy (eV): -99021.852
Kohn-Sham gap (spin up / spin down) (eV): 4.0 / 5.6

ORCA input file:
```
! wB97M-V def2-TZVPD RIJCOSX def2/J DEFGRID3
* xyz -2 4
V -0.51 -1.11 0.88
O -1.98 2.31 2.54
C -1.36 1.30 2.26
N -1.76 0.06 1.93
C -3.08 -0.44 2.10
O -4.08 0.27 2.27
C -3.05 -1.87 2.11
C -4.22 -2.65 2.33
C -4.14 -4.01 2.32
C -2.89 -4.63 2.06
C -1.80 -3.82 1.83
N -1.84 -2.49 1.86
C 0.16 1.31 2.41
C 0.84 2.49 2.68
C 2.19 2.42 2.94
C 2.82 1.18 2.95
C 2.07 0.05 2.64
N 0.77 0.12 2.36
H -5.14 -2.12 2.50
H -5.03 -4.61 2.48
H -2.78 -5.71 2.03
H -0.83 -4.25 1.59
H 0.27 3.41 2.69
H 2.76 3.32 3.15
H 3.87 1.07 3.16
H 2.52 -0.93 2.62
N -3.44 0.44 -0.95
C -2.14 0.09 -1.41
S -1.72 -1.64 -1.15
N 0.10 0.96 -1.19
N 0.64 0.01 -0.49
C 1.93 -0.20 -0.68
C 2.70 -1.29 -0.15
C 4.08 -1.30 -0.39
C 4.92 -2.31 0.04
C 4.38 -3.37 0.76
C 3.02 -3.40 1.02
C 2.16 -2.38 0.59
O 0.87 -2.47 0.90
H -3.94 -0.39 -0.68
H -3.37 1.05 -0.14
H 2.43 0.47 -1.38
H 4.49 -0.47 -0.96
H 5.98 -2.26 -0.17
H 5.02 -4.18 1.11
H 2.58 -4.21 1.58
O 0.86 -3.00 3.73
H 0.85 -3.01 2.76
H 0.36 -2.20 3.93
C 1.24 5.39 -4.26
C 0.40 4.16 -4.03
C -0.83 4.25 -3.39
C -1.61 3.12 -3.19
C -1.14 1.89 -3.61
C 0.09 1.78 -4.24
C 0.85 2.91 -4.46
S -2.14 0.44 -3.35
O -1.52 -0.64 -4.09
O -3.48 0.84 -3.73
O -1.29 1.04 -0.81
H 0.87 6.24 -3.69
H 1.25 5.67 -5.32
H 2.28 5.22 -3.96
H -1.18 5.22 -3.05
H -2.57 3.19 -2.69
H 0.43 0.80 -4.53
H 1.81 2.83 -4.95
*
```

=====

Record 3
A single C6H5N molecule, computed with the ωB97M-V functional and the def2-TZVPD basis.

## Properties
Total energy (eV): -7786.286
SMILES: C1=CN[C@H]2C=C2C=1
Kohn-Sham gap (spin up / spin down) (eV): 8.7 / 8.7
Relative energy (zero: lowest compared OMol25 entry of this formula, charge and spin) (kJ/mol): 531.5

ORCA input file:
```
! wB97M-V def2-TZVPD RIJCOSX def2/J DEFGRID3
* xyz 0 1
C 1.45 0.47 -0.58
C 1.27 -0.83 -0.76
N 0.35 -1.46 0.21
C -0.91 -0.62 -0.02
C -1.67 0.60 0.78
C -0.68 0.83 -0.04
C 0.65 1.44 -0.15
H 1.50 -1.38 -1.67
H 0.70 -1.41 1.16
H -1.50 -1.16 -0.77
H -2.22 1.11 1.59
H 0.88 2.36 0.39
*
```